{"formula": "C38H35AsBrCoN5O2S2", "method": "ωB97M-V/def2-TZVPD", "species": ["Co", "O", "C", "C", "C", "C", "C", "C", "C", "O", "N", "N", "C", "C", "Br", "C", "C", "C", "C", "C", "C", "C", "H", "H", "H", "H", "H", "H", "H", "H", "H", "H", "H", "H", "H", "H", "S", "C", "C", "C", "C", "C", "C", "As", "C", "C", "C", "C", "C", "C", "C", "C", "C", "C", "C", "C", "H", "H", "H", "H", "H", "H", "H", "H", "H", "H", "H", "H", "H", "H", "C", "C", "C", "N", "N", "C", "N", "S", "H", "H", "H", "H", "H", "H", "H"], "coordinates": [[-0.768181, 0.737068, -0.342584], [-0.210403, -0.373137, -3.290321], [0.499345, 0.656517, -3.810414], [1.597436, 0.358888, -4.614949], [2.348601, 1.370210, -5.184208], [2.006020, 2.700050, -4.972873], [0.910746, 2.992260, -4.176935], [0.158826, 1.992562, -3.569348], [-1.054150, 2.360508, -2.715731], [-1.660114, 1.305845, -2.120421], [-0.670615, 3.364570, -1.656824], [-0.614360, 2.898863, -0.410458], [-0.000444, 3.538353, 0.514431], [0.037591, 3.043292, 1.872069], [-1.225820, 1.637290, 2.223884], [0.814781, 3.429910, 2.884330], [1.948547, 4.357826, 2.834565], [2.274234, 5.071420, 3.992108], [3.353866, 5.936178, 4.016422], [4.141070, 6.097995, 2.883772], [3.842503, 5.379670, 1.735234], [2.761999, 4.511913, 1.709540], [-0.940060, 0.054059, -2.770725], [1.841721, -0.683707, -4.774606], [3.198235, 1.119767, -5.806737], [2.579352, 3.496641, -5.428425], [0.625691, 4.031696, -4.038077], [-1.761851, 2.904093, -3.364951], [0.042601, 4.036382, -1.914260], [0.512015, 4.474912, 0.305461], [0.600389, 3.011427, 3.860772], [1.658792, 4.948299, 4.875588], [3.590550, 6.475990, 4.924158], [4.995750, 6.761278, 2.903805], [4.466501, 5.477581, 0.856242], [2.587815, 3.904509, 0.829916], [1.556345, 1.048253, -0.497189], [2.423298, -0.477383, -0.500987], [3.815037, -0.460216, -0.640565], [4.538093, -1.639105, -0.607095], [3.893866, -2.860367, -0.440922], [2.515261, -2.887599, -0.313400], [1.780454, -1.707072, -0.342014], [-0.131580, -1.622748, -0.073549], [-0.163655, -1.710251, 1.880920], [0.947000, -1.333990, 2.627593], [0.885972, -1.307535, 4.014440], [-0.287223, -1.653836, 4.667776], [-1.402214, -2.028881, 3.930153], [-1.341701, -2.052551, 2.544770], [-0.657837, -3.434309, -0.543988], [-1.051890, -3.672630, -1.857910], [-1.411627, -4.950790, -2.259020], [-1.385984, -5.998074, -1.347658], [-0.990952, -5.763783, -0.037803], [-0.625459, -4.485506, 0.364249], [4.315062, 0.490465, -0.776088], [5.615648, -1.606764, -0.711396], [4.462673, -3.780395, -0.409357], [2.003927, -3.834872, -0.191732], [1.865179, -1.052872, 2.125869], [1.757901, -1.012625, 4.584492], [-0.332971, -1.636031, 5.749387], [-2.320848, -2.301993, 4.434676], [-2.209137, -2.342037, 1.965194], [-1.071624, -2.851335, -2.566953], [-1.712532, -5.130478, -3.283374], [-1.665113, -6.996371, -1.659671], [-0.963106, -6.578003, 0.675257], [-0.315144, -4.315297, 1.387600], [-5.202004, -3.640676, 1.098577], [-4.784851, -3.167281, -0.296751], [-4.300258, -1.755347, -0.303687], [-3.086399, -1.408889, -0.087241], [-2.869572, -0.065317, -0.115114], [-3.944695, 0.624459, -0.384041], [-3.966673, 1.972899, -0.472291], [-5.348639, -0.380499, -0.587417], [-5.549028, -4.672452, 1.049306], [-6.009416, -3.026655, 1.499539], [-4.356674, -3.595511, 1.785196], [-5.624692, -3.261673, -0.986985], [-3.969010, -3.791053, -0.667186], [-3.060907, 2.346545, -0.738253], [-4.751256, 2.387480, -0.944782]], "forces_ev_per_a": [[0.17, -0.50, -0.35], [0.31, -0.22, -0.29], [-0.01, -0.10, 0.02], [-0.01, -0.05, 0.04], [-0.03, 0.00, 0.01], [0.04, 0.04, -0.01], [0.00, -0.08, 0.00], [-0.07, 0.07, 0.01], [0.09, -0.03, -0.20], [-0.08, -0.06, 0.07], [-0.30, 0.19, -0.18], [0.24, -0.35, 0.21], [-0.08, 0.21, -0.17], [-0.27, -0.37, 0.22], [0.18, 0.25, 0.27], [-0.04, -0.03, 0.02], [0.11, 0.16, -0.01], [-0.10, 0.01, -0.05], [0.04, 0.01, 0.00], [-0.02, -0.03, 0.00], [0.02, 0.02, -0.01], [-0.01, -0.10, -0.03], [-0.13, 0.16, -0.03], [0.01, 0.00, 0.01], [0.01, 0.00, 0.01], [0.00, 0.00, 0.00], [-0.01, 0.01, 0.00], [0.04, 0.04, 0.04], [0.07, -0.04, 0.08], [-0.06, 0.03, 0.01], [0.03, -0.05, -0.02], [0.03, -0.01, 0.02], [-0.01, 0.01, -0.01], [-0.01, 0.02, 0.00], [0.01, 0.00, 0.00], [0.00, -0.03, 0.02], [-0.52, 0.12, 0.24], [-0.17, -0.04, -0.06], [0.00, -0.04, -0.01], [-0.01, 0.05, 0.00], [0.01, -0.02, 0.01], [-0.07, -0.01, -0.03], [0.02, 0.03, -0.08], [0.54, 0.08, 0.45], [-0.12, -0.10, 0.07], [0.07, 0.02, -0.09], [-0.05, 0.01, 0.01], [0.00, -0.01, 0.03], [0.01, 0.02, 0.00], [0.03, -0.01, -0.07], [-0.18, 0.17, -0.22], [0.00, 0.12, -0.02], [-0.02, -0.01, -0.01], [0.02, 0.00, 0.04], [-0.02, -0.02, -0.05], [0.01, 0.05, 0.07], [0.02, 0.00, 0.01], [0.00, 0.00, -0.01], [-0.01, 0.00, -0.02], [0.01, -0.02, 0.01], [0.00, 0.00, 0.01], [0.01, 0.00, -0.01], [0.00, 0.01, 0.00], [0.00, 0.00, 0.00], [0.00, 0.00, 0.05], [0.01, -0.03, -0.03], [0.00, 0.01, 0.00], [-0.01, 0.00, 0.00], [0.01, 0.00, 0.00], [0.00, 0.02, 0.00], [0.00, 0.02, -0.09], [-0.01, -0.06, 0.11], [-0.16, 0.24, -0.09], [0.07, -0.17, 0.09], [0.27, 0.61, -0.04], [-0.21, -0.26, 0.00], [0.05, 0.03, 0.12], [0.22, -0.01, 0.05], [0.00, 0.00, 0.04], [0.01, 0.00, 0.02], [-0.01, 0.01, 0.01], [0.04, -0.04, -0.04], [0.00, 0.02, -0.05], [-0.02, 0.02, -0.11], [0.00, 0.01, -0.02]], "mulliken_charge": [1.053, -0.622, 0.192, -0.648, -0.510, -0.942, -0.793, 0.659, 0.236, -0.654, -0.408, 0.427, -0.481, 0.286, -0.142, -0.970, 0.533, -0.566, -0.560, -0.377, -0.769, -0.128, 0.362, 0.436, 0.413, 0.405, 0.434, 0.130, 0.292, 0.658, 0.399, 0.398, 0.376, 0.375, 0.409, 0.441, -0.306, 0.584, -0.846, -0.681, -0.806, -0.391, -0.185, 1.716, 0.097, -0.440, -0.700, -0.592, -0.612, 0.086, 0.290, -0.425, -0.699, -0.527, -0.773, -0.355, 0.509, 0.365, 0.401, 0.386, 0.355, 0.425, 0.377, 0.426, 0.106, 0.382, 0.419, 0.383, 0.436, 0.465, -1.008, -0.162, -0.071, -0.608, 0.456, 0.236, -0.447, -0.256, 0.363, 0.326, 0.228, 0.470, -0.143, 0.111, 0.293], "lumo_energy_ev": [-0.120, 0.025], "charge": 0, "s2": 1.189, "multiplicity": 2, "homo_energy_ev": [-7.03, -7.05], "e_tot_ha": -8882.2214}